A cluster of 2 separate species, H2INO2S in total, computed with wB97M-V/def2-TZVPD.

The geometry in XYZ format:
```
7
Properties=species:S:1:pos:R:3:forces:R:3:nbo_charge:R:1
N 0.91487 0.21089 0.45798 1.56 -0.63 0.65 -0.277
O -1.19791 1.74710 -0.94972 0.41 1.03 -1.72 -0.838
O 1.69846 -0.91285 0.79888 -1.34 1.07 -0.35 -0.520
S -1.38922 1.04363 0.28420 -0.31 -1.05 1.80 0.970
I -2.77354 -0.89639 -0.10379 -0.18 -0.26 -0.04 -0.095
H 1.74951 -1.54737 0.06708 -0.07 0.22 -0.15 0.463
H 0.99782 0.35499 -0.55464 -0.07 -0.38 -0.19 0.298
```
Positions in Å, forces in eV/Å.

HOMO-LUMO gap (alpha / beta): 8.00 / 8.64 eV
energy above the lowest of the compared OMol25 structures with the same formula, charge and spin: 323.35 kJ/mol
max |F|: 2.11 eV/Å
energy: -902.16769 a.u.
multiplicity: 1
net charge: 0



A structure of composition H2INO3P, computed with wB97M-V/def2-TZVPD.

The geometry in XYZ format:
```
8
Properties=species:S:1:pos:R:3:forces:R:3:nbo_charge:R:1
N 1.41650 0.13304 0.02086 0.02 1.80 0.06 -1.197
O -0.21891 -1.46231 1.30638 -0.58 -0.43 1.03 -1.085
O -0.21416 -1.37739 -1.28826 -0.45 -0.21 -1.52 -1.092
O -0.98523 1.35279 0.26732 2.18 -1.16 -0.20 -1.134
P 0.03143 -0.83364 0.02687 1.22 2.48 2.07 2.422
I -2.71393 0.66617 0.11290 -2.57 -0.23 -0.11 0.296
H 1.26172 0.40898 -0.93256 0.85 0.44 -1.02 0.376
H 1.42259 1.11235 0.48648 -0.67 -2.68 -0.32 0.415
```
Positions in Å, forces in eV/Å.

HOMO-LUMO gap: 7.30 eV
energy above the lowest of the compared OMol25 structures with the same formula, charge and spin: 187.83 kJ/mol
max |F|: 3.46 eV/Å
energy: -920.81140 a.u.
multiplicity: 1
net charge: -1



A cluster of 2 separate species, H2IOP in total, computed with wB97M-V/def2-TZVPD.

The geometry in XYZ format:
```
5
Properties=species:S:1:pos:R:3:forces:R:3:nbo_charge:R:1
O 0.30337 -1.24430 0.41514 -2.15 2.40 0.86 -0.867
P -1.33642 0.84624 0.53753 1.50 -2.47 0.39 0.497
I -3.45107 -0.11963 0.03396 -0.18 -0.13 0.27 -0.021
H 0.18994 -1.35339 1.38087 0.23 -0.15 -0.51 0.432
H -1.04781 0.72577 -0.79065 0.58 0.36 -1.02 -0.040
```
Positions in Å, forces in eV/Å.

HOMO-LUMO gap (alpha / beta): 7.52 / 7.25 eV
energy above the lowest of the compared OMol25 structures with the same formula, charge and spin: 321.75 kJ/mol
max |F|: 3.33 eV/Å
energy: -715.37476 a.u.
multiplicity: 1
net charge: 0



A structure of composition H2LiO, computed with wB97M-V/def2-TZVPD.

The geometry in XYZ format:
```
4
Properties=species:S:1:pos:R:3:forces:R:3:nbo_charge:R:1
O -0.08708 0.15185 0.11437 1.82 5.01 -1.18 -1.058
H -0.38090 0.78756 -0.57686 0.16 -0.25 0.69 0.541
H 0.86231 0.36542 0.26032 -0.66 0.27 0.03 0.529
Li -0.39434 -1.30484 0.20216 -1.32 -5.03 0.46 0.987
```
Positions in Å, forces in eV/Å.

HOMO-LUMO gap: 14.45 eV
energy above the lowest of the compared OMol25 structures with the same formula, charge and spin: 73.12 kJ/mol
max |F|: 5.46 eV/Å
energy: -83.73611 a.u.
multiplicity: 1
net charge: +1



An isolated molecule of H2N2, computed with wB97M-V/def2-TZVPD.

The geometry in XYZ format:
```
4
Properties=species:S:1:pos:R:3:forces:R:3:nbo_charge:R:1
H 1.27274 0.75621 -0.07544 -2.28 -0.77 0.65 0.291
N 0.62024 -0.13047 0.01970 -1.43 0.05 -1.08 -0.300
N -0.65456 -0.08839 -0.02042 5.00 -3.43 0.58 -0.279
H -1.03250 0.77580 0.08044 -1.30 4.15 -0.15 0.289
```
Positions in Å, forces in eV/Å.

HOMO-LUMO gap: 9.94 eV
energy above the lowest of the compared OMol25 structures with the same formula, charge and spin: 55.47 kJ/mol
max |F|: 6.09 eV/Å
energy: -110.62063 a.u.
multiplicity: 1
net charge: 0
SMILES string: [H]/N=N\[H]



A cluster of 2 separate species, H2N2O2S2 in total, computed with wB97M-V/def2-TZVPD.

The geometry in XYZ format:
```
8
Properties=species:S:1:pos:R:3:forces:R:3:nbo_charge:R:1
N 0.92535 -2.47389 0.51734 2.69 -0.96 1.67 -0.857
N -0.18162 -0.60525 -0.92158 0.62 0.09 0.51 -1.100
O 3.98772 0.63418 1.36692 -0.30 -0.47 -0.44 -0.814
O 3.16058 0.58044 -0.95102 0.00 -0.72 0.98 -0.846
S -0.28558 -2.08585 -0.09597 -2.33 1.51 -1.92 1.147
S 3.42626 -0.13284 0.28663 0.32 1.10 -0.45 1.662
H 0.71101 -0.06939 -0.86161 -1.05 -0.72 -0.36 0.408
H -0.75009 -0.49661 -1.74976 0.05 0.18 0.01 0.398
```
Positions in Å, forces in eV/Å.

HOMO-LUMO gap: 8.62 eV
energy above the lowest of the compared OMol25 structures with the same formula, charge and spin: 7.52 kJ/mol
max |F|: 3.37 eV/Å
energy: -1057.48702 a.u.
multiplicity: 1
net charge: 0



Look up the net charge of the fourth one. +1



What is the formula in the fifth record? H2N2